Formula: C4H11NS2
Source: the OMol25 dataset
Level of theory: ωB97M-V with the def2-TZVPD basis set

Results
energy above the lowest of the compared OMol25 structures with the same formula, charge and spin	204.9	kJ/mol
E_HOMO	-8.784	eV
F_max	0.0735	hartree/bohr
SMILES	CN[C@H](C)CSS

CARTESIAN COORDINATES (ANGSTROEM)
C 0.144 -2.101 -1.020
N 0.677 -0.968 -0.155
C -0.329 0.186 -0.168
C -0.475 0.946 -1.485
C 0.225 1.221 0.813
S -1.038 1.428 2.146
S 0.093 1.171 3.721
H -0.563 -1.775 -1.747
H -0.349 -2.832 -0.298
H 0.883 -2.561 -1.605
H 1.536 -0.630 -0.449
H -1.162 -0.443 0.204
H -0.007 1.970 -1.604
H -1.529 1.073 -1.642
H -0.123 0.328 -2.313
H 1.338 0.922 1.339
H 0.351 2.210 0.326
H 0.330 -0.144 3.938

Atom charges from the Löwdin analysis, given in e for atoms 1 to 6:
1. C -0.10
2. N -0.09
3. C -0.48
4. C -0.08
5. C -0.52
6. S 0.39